The following is a quantum chemistry calculation of a 2-piece molecular cluster, C2H7NO2S overall, from OMol25.

Atoms and positions in Å:
C: -0.9006 -1.5484 -0.3692
C: 0.6008 0.8603 1.4597
N: 0.8386 -0.3243 -0.6720
O: -1.8041 -1.2012 -1.0925
O: 1.3654 0.4338 0.4003
S: 0.0024 0.2902 -1.8380
H: 0.6579 1.4609 -1.9727
H: -0.1879 -2.2801 -0.7080
H: -0.7777 -1.3768 0.7049
H: -0.1238 0.1023 1.6814
H: 0.1964 1.8411 1.3649
H: 1.2822 0.8650 2.3823
H: -1.1495 0.8773 -1.3410

Energy above the lowest of the compared OMol25 structures with the same formula, charge and spin in eV: 6.787
HOMO in eV: -8.993
Calculated total energy in Ha: -683.59640
Strongest force on any atom in eV Å⁻¹: 2.68

=====

The following is a quantum chemistry calculation of CHF4NOS in the gas phase, from OMol25.

Atoms and positions in Å:
C: 0.2163 1.0990 -0.2808
N: -0.9822 -1.3518 0.8973
O: -0.3600 -1.3696 -1.5419
F: -0.0476 1.5734 -1.4265
F: -0.7166 1.5164 0.6348
F: 1.3656 1.4316 0.1862
F: 1.5465 -1.1878 -0.0462
S: -0.0933 -0.8076 -0.2594
H: -0.9288 -0.9036 1.8364

Energy above the lowest of the compared OMol25 structures with the same formula, charge and spin in eV: 1.514
HOMO in eV: -11.256
SMILES: N=[S@](=O)(F)C(F)(F)F
Calculated total energy in Ha: -966.27757
Strongest force on any atom in eV Å⁻¹: 3.81

=====

The following is a quantum chemistry calculation of a 3-piece molecular cluster, C4H13NOS2 overall, from OMol25.

Atoms and positions in Å:
S: -0.7735 2.1786 2.6905
S: 0.6622 -2.1833 0.2294
C: 0.6793 -0.7037 1.2665
C: 1.0326 0.5552 0.3706
C: -0.1314 0.9922 -0.5549
N: -0.9070 -0.0680 -1.2445
C: -2.0832 -0.5411 -0.4866
H: -1.5470 3.2629 2.8015
H: -0.3029 -0.5923 1.8640
H: 1.4337 -0.7541 2.0782
H: 1.1893 1.2931 1.1449
H: 1.9495 0.4247 -0.2250
H: 0.4107 1.5234 -1.3027
H: -0.7733 1.7278 -0.0966
H: -1.1901 0.4577 -2.0727
H: -2.3908 -1.6139 -0.7007
H: -1.7297 -0.3862 0.6010
H: -2.9899 0.1376 -0.6085
H: 1.9131 -1.8566 -1.3647
H: 2.9009 -2.3148 -2.4550
O: 2.6474 -1.5391 -1.9348

Energy above the lowest of the compared OMol25 structures with the same formula, charge and spin in eV: 6.297
HOMO in eV: -7.740
Calculated total energy in Ha: -1086.34989
Strongest force on any atom in eV Å⁻¹: 2.10

=====

The following is a quantum chemistry calculation of a 2-piece molecular cluster, C4H12O overall, from OMol25.

Atoms and positions in Å:
C: 0.0240 1.3958 -0.3406
C: 1.3381 0.8597 0.3193
C: 1.1677 0.6886 1.8184
C: 1.8122 -0.3968 -0.3861
H: 0.2621 2.2960 -0.8828
H: -0.3889 0.6775 -1.0437
H: -0.7653 1.5974 0.3897
H: 2.0790 1.6433 0.1457
H: 0.4846 1.4307 2.2434
H: 2.0711 0.8564 2.4244
H: 0.8003 -0.3031 2.1362
H: 1.8293 -0.2361 -1.4748
H: 2.7875 -0.7676 -0.0595
H: 1.1987 -1.2887 -0.1740
H: -4.2817 -3.3380 -1.7908
H: -5.2954 -2.1290 -1.8615
O: -5.1234 -2.9859 -1.4634

Energy above the lowest of the compared OMol25 structures with the same formula, charge and spin in eV: 0.258
HOMO in eV: -11.111
SMILES: CC(C)C.O
Calculated total energy in Ha: -234.82314
Strongest force on any atom in eV Å⁻¹: 1.31

=====

The following is a quantum chemistry calculation of C21H24F10MoN6O3 as an isolated structure, from OMol25.

Atoms and positions in Å:
Mo: -1.3397 -0.2351 0.5814
N: -2.1026 -1.3059 2.3355
C: -2.4347 -2.7547 2.2101
C: -3.5153 -3.0252 1.1760
C: -3.0872 -2.8919 -0.2773
N: -2.8841 -1.4707 -0.6720
H: -1.4373 -1.1882 3.0981
H: -2.9304 -0.7944 2.6463
H: -2.7592 -3.1195 3.1847
H: -1.5133 -3.2745 1.9469
H: -4.3940 -2.3992 1.3706
H: -3.8508 -4.0527 1.3234
H: -3.8423 -3.3454 -0.9204
H: -2.1474 -3.4210 -0.4414
H: -3.7675 -0.9766 -0.5507
H: -2.7123 -1.4402 -1.6737
N: -0.1298 0.3850 -1.2155
C: 0.5203 -0.8029 -1.8136
C: 1.7038 -0.5363 -2.7416
C: 2.9496 0.1600 -2.1852
C: 3.8029 -0.6524 -1.2079
N: 4.1394 -1.9902 -1.6897
C: 5.2188 -2.3342 -2.3752
N: 6.1120 -1.4238 -2.7630
N: 5.4120 -3.6141 -2.7027
C: 0.7874 -1.8067 -0.6910
O: 1.6179 -2.6733 -0.7569
O: -0.0949 -1.7017 0.2938
H: -0.6879 0.8758 -1.9086
H: 0.5754 1.0458 -0.9003
H: -0.2464 -1.2985 -2.4203
H: 1.3307 0.0588 -3.5781
H: 1.9863 -1.5003 -3.1700
H: 2.6976 1.1017 -1.6914
H: 3.5593 0.4386 -3.0482
H: 3.2931 -0.7971 -0.2607
H: 4.7165 -0.1074 -0.9657
H: 3.4521 -2.6999 -1.4673
H: 6.0046 -0.4535 -2.5285
H: 6.9726 -1.6988 -3.2049
H: 4.8078 -4.3349 -2.3470
H: 6.2266 -3.9061 -3.2147
F: 1.9563 0.4181 0.8227
C: 1.2707 1.0909 1.7958
C: -0.1004 0.9362 1.8851
C: -0.6794 1.6567 2.9220
F: -2.0216 1.5825 3.1034
C: 0.0188 2.4777 3.7891
F: -0.6043 3.1489 4.7446
C: 1.3946 2.5859 3.6459
F: 2.0917 3.3532 4.4602
C: 2.0307 1.8777 2.6375
F: 3.3480 1.9625 2.4867
F: -4.2429 6.3097 0.1233
C: -3.8288 5.0600 0.1829
C: -4.6674 4.0746 0.6882
F: -5.8769 4.3877 1.1135
C: -4.2295 2.7638 0.7427
F: -5.0193 1.8084 1.2288
C: -2.9570 2.4247 0.3043
O: -2.5409 1.1423 0.4042
C: -2.1308 3.4178 -0.1986
F: -0.9068 3.0888 -0.6435
C: -2.5574 4.7306 -0.2654
F: -1.7570 5.6629 -0.7562

HOMO (spin up / spin down) in eV: -13.864 / -13.993
Charge: +2
Calculated total energy in Ha: -2435.30114
Strongest force on any atom in eV Å⁻¹: 0.35

=====

The following is a quantum chemistry calculation of C17H13N3O3S2 in the gas phase, from OMol25.

Atoms and positions in Å:
O: 4.4208 -0.3429 0.0748
C: 3.5004 -0.9069 0.6067
N: 2.1994 -0.5010 0.5743
N: 1.8184 0.5928 -0.0970
C: 0.5806 0.8802 -0.1542
C: 0.1163 2.0562 -0.8561
C: 1.0212 2.9159 -1.4878
C: 0.5717 4.0356 -2.1519
C: -0.7942 4.3186 -2.1975
C: -1.7007 3.4643 -1.5704
C: -1.2503 2.3441 -0.9063
H: -1.9542 1.6825 -0.4216
H: -2.7526 3.7019 -1.6188
C: -1.3205 5.5089 -2.8972
O: -2.4891 5.8018 -2.9690
O: -0.3649 6.2628 -3.4642
H: -0.7706 7.0249 -3.9058
H: 1.2664 4.7007 -2.6401
H: 2.0716 2.6771 -1.4396
H: -0.1800 0.2481 0.3240
H: 1.4908 -1.1024 1.0286
C: 3.6741 -2.1847 1.4273
H: 3.1269 -2.1421 2.3676
H: 4.7366 -2.3470 1.6037
S: 3.1143 -3.6795 0.5365
C: 1.4193 -3.6810 0.8789
N: 0.7856 -2.7391 1.4882
C: -0.5488 -3.0160 1.6047
C: -1.4977 -2.1927 2.2021
C: -2.8119 -2.6106 2.2287
C: -3.1906 -3.8299 1.6730
C: -2.2620 -4.6615 1.0756
C: -0.9424 -4.2483 1.0433
S: 0.4471 -5.0567 0.3621
H: -2.5516 -5.6064 0.6444
H: -4.2259 -4.1320 1.7087
H: -3.5597 -1.9827 2.6885
H: -1.1936 -1.2528 2.6358

Energy above the lowest of the compared OMol25 structures with the same formula, charge and spin in eV: 0.009
HOMO in eV: -8.582
SMILES: O=C(CSc1nc2ccccc2s1)N/N=C/c1ccc(C(=O)O)cc1
Calculated total energy in Ha: -1842.01986
Strongest force on any atom in eV Å⁻¹: 1.04